{"formula": "C5H6N2O", "method": "ωB97M-V/def2-TZVPD", "total_charge": 0, "lumo_energy_ev": 0.529, "e_above_lowest_ev": 1.716, "smiles": "Cc1cc(=O)cn[nH]1", "spin_multiplicity": 1, "orbital_gap_ev": 9.48, "symbols": ["O", "N", "N", "C", "C", "C", "C", "C", "H", "H", "H", "H", "H", "H"], "xyz": [[-2.99987, -0.78706, 0.05645], [-0.79627, 1.81855, -0.10033], [0.43023, 1.13821, -0.02669], [0.51584, -0.17442, 0.03073], [-1.76122, 1.03044, 0.10988], [-0.59424, -1.01433, -0.06782], [-1.84499, -0.40085, -0.00619], [1.92116, -0.62285, 0.05697], [1.88645, -1.68774, -0.12691], [-0.50546, -2.11182, -0.34347], [-2.67811, 1.52620, 0.01147], [1.30411, 1.72848, 0.21741], [2.65654, -0.38197, 0.96775], [2.46584, -0.06085, -0.77926]], "mulliken_charge": [-0.647, -0.801, 0.146, 0.949, -0.119, -0.716, 0.561, -1.271, 0.311, 0.233, 0.452, 0.306, 0.275, 0.320]}

---

{"formula": "C5H6N2O", "method": "ωB97M-V/def2-TZVPD", "total_charge": 0, "lumo_energy_ev": 0.262, "e_above_lowest_ev": 1.578, "smiles": "O=CN1CC=CC=N1", "spin_multiplicity": 1, "orbital_gap_ev": 8.97, "symbols": ["O", "N", "N", "C", "C", "C", "C", "C", "H", "H", "H", "H", "H", "H"], "xyz": [[0.48711, 2.60312, 1.79849], [0.02183, 0.67268, 0.58813], [0.35191, 1.33418, -0.58356], [-0.32211, -1.40786, -0.58343], [-0.34651, -0.73371, 0.73744], [0.38256, 0.67096, -1.64443], [0.18724, 1.43763, 1.76294], [0.04527, -0.77150, -1.70058], [0.36816, -1.20490, 1.42691], [-0.17875, 0.85254, 2.67541], [-1.34643, -0.85617, 1.24171], [0.17634, -1.36268, -2.59206], [0.62683, 1.26748, -2.54198], [-0.45344, -2.50177, -0.58498]], "mulliken_charge": [-0.473, 0.427, -0.635, -0.454, -0.295, -0.147, -0.032, -0.285, 0.309, 0.280, 0.261, 0.352, 0.378, 0.315]}

---

{"formula": "C5H6N2O2", "method": "ωB97M-V/def2-TZVPD", "total_charge": 0, "lumo_energy_ev": 0.824, "e_above_lowest_ev": 7.292, "smiles": "COc1onc2c1CN2", "spin_multiplicity": 1, "orbital_gap_ev": 9.37, "symbols": ["O", "O", "N", "N", "C", "C", "C", "C", "C", "H", "H", "H", "H", "H", "H"], "xyz": [[-0.42548, 0.06292, -1.17849], [0.41827, 2.04230, -0.43170], [-0.22029, -1.36626, -1.05452], [0.13618, -2.17998, 1.35687], [0.13675, 0.73500, -0.24532], [0.38049, -0.88514, 2.28907], [-0.16474, 2.48795, -1.73583], [-0.13620, -1.34834, 0.30558], [-0.02798, -0.09047, 0.98993], [1.49352, -0.91934, 2.70248], [0.52112, 2.03468, -2.38152], [0.00502, 3.53294, -1.89566], [-0.79944, -2.74586, 1.51348], [-1.19831, 1.80990, -1.80164], [-0.50538, -1.12437, 3.00741]], "mulliken_charge": [-0.149, -0.396, -0.624, -0.522, 0.588, -0.170, -0.708, 0.455, -0.179, 0.237, 0.309, 0.313, 0.311, 0.287, 0.248]}

---

{"formula": "C5H6N2O2", "method": "ωB97M-V/def2-TZVPD", "total_charge": 0, "lumo_energy_ev": 0.310, "e_above_lowest_ev": 5.124, "spin_multiplicity": 1, "orbital_gap_ev": 9.68, "symbols": ["O", "O", "N", "N", "C", "C", "C", "C", "C", "H", "H", "H", "H", "H", "H"], "xyz": [[1.15496, 2.26731, -2.42345], [0.51444, -0.03056, 1.92670], [1.44331, 1.03820, -2.96690], [-1.37842, -0.08099, 0.60586], [0.38352, 0.78816, -0.99575], [0.47634, 2.12951, -1.28803], [-0.29004, 0.15420, 0.11021], [-0.01639, 3.36697, -0.64551], [0.96761, 0.15546, -2.13597], [-0.55806, 3.97911, -1.38023], [1.05861, -0.90430, -2.36558], [0.83090, 3.95182, -0.26435], [1.00192, 0.80487, 1.95424], [-0.69354, 3.12081, 0.17832], [-0.80577, -0.17873, 1.96679]], "mulliken_charge": [-0.158, -0.767, -0.428, -0.572, 0.930, 0.453, -0.091, -1.154, -0.440, 0.321, 0.439, 0.303, 0.314, 0.349, 0.499]}

---

{"formula": "C5H6N2O2", "method": "ωB97M-V/def2-TZVPD", "total_charge": 0, "lumo_energy_ev": -1.467, "e_above_lowest_ev": 4.666, "smiles": "[H]/N=C/C(C)=O.N=C=C=O", "spin_multiplicity": 1, "orbital_gap_ev": 7.30, "symbols": ["O", "O", "N", "N", "C", "C", "C", "C", "C", "H", "H", "H", "H", "H", "H"], "xyz": [[-2.91595, -0.56818, 1.10863], [0.81097, 0.30838, 1.87035], [-0.32651, 1.97731, -1.02185], [-0.28827, -2.37277, -0.50129], [-2.03807, -1.11130, 0.55898], [1.85538, 0.12071, -0.28843], [-0.32496, 1.49573, 0.16473], [0.71445, 0.41794, 0.64946], [-1.00126, -1.60818, 0.07296], [-0.77589, -3.18339, -0.89627], [-1.08247, 2.66433, -1.13073], [2.73414, 0.69802, 0.00374], [2.09865, -0.94167, -0.20925], [1.58773, 0.32158, -1.32638], [-1.04793, 1.78147, 0.94536]], "mulliken_charge": [-0.414, -0.573, -0.609, -0.436, 0.456, -1.021, -0.038, 0.512, 0.154, 0.283, 0.257, 0.343, 0.306, 0.314, 0.467]}

---

{"formula": "C5H6N2OS3", "method": "ωB97M-V/def2-TZVPD", "total_charge": 0, "lumo_energy_ev": -0.957, "e_above_lowest_ev": 1.005, "smiles": "CCC(=O)Nc1nc(=S)ss1", "spin_multiplicity": 1, "orbital_gap_ev": 7.71, "symbols": ["S", "S", "S", "O", "N", "N", "C", "C", "C", "C", "C", "H", "H", "H", "H", "H", "H"], "xyz": [[3.64333, -0.29088, -1.24247], [1.62780, -0.39497, -1.38834], [5.04839, 1.25660, 0.86924], [-1.93071, 1.31790, -0.77722], [0.05600, 1.27900, 0.17015], [2.44167, 1.23347, 0.55572], [-2.72541, -1.24050, -0.01002], [1.41170, 0.79439, -0.08980], [-1.30432, -0.83332, 0.11044], [-1.08889, 0.64861, -0.15411], [3.62067, 0.89427, 0.17863], [-3.38386, -0.61718, 0.59667], [-2.76964, -1.21007, -0.97320], [0.03532, 1.94036, 1.05258], [-1.11714, -0.90955, 1.12339], [-2.93393, -2.43616, 0.45122], [-0.63097, -1.43196, -0.47288]], "mulliken_charge": [-0.065, -0.043, -0.265, -0.557, -0.091, -0.485, -1.336, 0.509, -0.186, 0.165, 0.262, 0.335, 0.420, 0.338, 0.322, 0.251, 0.427]}

---

{"formula": "C5H6N2S", "method": "ωB97M-V/def2-TZVPD", "total_charge": 0, "lumo_energy_ev": -0.857, "e_above_lowest_ev": 5.689, "spin_multiplicity": 1, "orbital_gap_ev": 7.12, "symbols": ["S", "N", "N", "C", "C", "C", "C", "C", "H", "H", "H", "H", "H", "H"], "xyz": [[-2.70474, -0.78491, -0.28576], [2.11937, -0.60911, -0.66466], [0.22319, 1.76568, 0.10730], [2.21322, -1.09010, 0.49147], [-0.29141, -0.47659, -0.77130], [-1.92828, 0.75176, 0.14653], [-1.15008, -1.45536, -0.81458], [-0.59448, 0.73991, -0.13375], [3.22056, -1.03396, 1.05743], [1.35606, -1.40243, 1.18054], [-2.56153, 1.46738, 0.76200], [-0.92364, -2.39184, -1.09286], [1.13665, 1.83767, -0.31650], [-0.11490, 2.68190, 0.33415]], "mulliken_charge": [-0.146, -0.435, -0.462, -0.134, -0.252, -0.411, -0.520, 0.572, 0.265, 0.213, 0.295, 0.563, 0.250, 0.203]}

---

{"formula": "C5H6N2S", "method": "ωB97M-V/def2-TZVPD", "total_charge": 0, "lumo_energy_ev": -1.172, "e_above_lowest_ev": 2.926, "smiles": "N#CC(=S)C[C@H]1CN1", "spin_multiplicity": 1, "orbital_gap_ev": 8.22, "symbols": ["S", "N", "N", "C", "C", "C", "C", "C", "H", "H", "H", "H", "H", "H"], "xyz": [[-1.13230, 0.80302, 2.06691], [-0.83125, -2.31597, 0.31166], [0.70671, -0.69208, -1.87686], [0.58119, 0.69284, -1.37382], [0.75770, 0.87728, 0.14833], [-0.30508, 0.18320, 0.87658], [-0.58709, -1.20162, 0.49543], [1.64199, 0.25626, -2.35474], [-0.23359, 1.24591, -1.75475], [1.75106, 0.60346, 0.46028], [2.68702, 0.13438, -2.04187], [-0.02566, -1.04392, -2.48151], [1.57523, 0.47012, -3.45880], [0.70240, 1.95026, 0.41171]], "mulliken_charge": [-0.212, -0.387, -0.437, -0.159, -0.673, 0.252, 0.237, -0.238, 0.344, 0.283, 0.186, 0.213, 0.237, 0.355]}

---

{"formula": "C5H6N2S", "method": "ωB97M-V/def2-TZVPD", "total_charge": 0, "lumo_energy_ev": [-0.567, -0.827], "e_above_lowest_ev": 5.266, "spin_multiplicity": 1, "orbital_gap_ev": [7.77, 7.94], "symbols": ["S", "N", "N", "C", "C", "C", "C", "C", "H", "H", "H", "H", "H", "H"], "xyz": [[0.77064, -2.84781, -0.11603], [0.74388, -0.21664, -0.13294], [2.20757, 1.39670, 0.31935], [0.17136, -1.40104, -0.17051], [1.94749, 0.10831, 0.41125], [1.05105, 1.97299, -0.35104], [-2.47544, -0.81695, 0.38209], [0.19053, 0.92806, -0.59678], [-2.83403, -1.62752, 1.04762], [-0.81373, 0.95607, -0.87446], [0.96344, 2.93135, -0.66705], [-1.90291, 0.12297, 0.66005], [2.51269, -0.69321, 0.85006], [-2.53253, -0.81328, -0.76161]], "mulliken_charge": [-0.275, 0.119, -0.587, 0.242, 0.070, -0.621, -0.926, -0.342, 0.344, 0.558, 0.453, 0.337, 0.323, 0.305]}

---

{"formula": "C5H6N2S", "method": "ωB97M-V/def2-TZVPD", "total_charge": 0, "lumo_energy_ev": 0.625, "e_above_lowest_ev": 1.378, "smiles": "[H]/N=C\\n1cccc1S", "spin_multiplicity": 1, "orbital_gap_ev": 8.91, "symbols": ["S", "N", "N", "C", "C", "C", "C", "C", "H", "H", "H", "H", "H", "H"], "xyz": [[-1.87080, -1.15767, -0.01909], [2.56080, -1.45726, -0.04907], [0.68434, 0.07053, -0.04587], [-1.05652, 1.47438, -0.02383], [1.35572, -1.11662, 0.11810], [-0.72848, 0.16203, 0.03528], [1.22627, 1.34121, 0.01266], [0.18439, 2.22224, -0.00158], [0.22688, 3.30434, 0.10616], [2.30774, 1.44689, 0.01524], [3.12333, -0.63477, -0.37294], [-2.95266, -0.35919, -0.17880], [-2.06201, 1.89474, 0.11822], [0.68522, -1.92163, 0.43842]], "mulliken_charge": [-0.254, -0.626, 0.080, -0.285, 0.250, 0.192, -0.152, -0.734, 0.362, 0.231, 0.208, 0.161, 0.323, 0.244]}

---

{"formula": "C5H6N3O2", "method": "ωB97M-V/def2-TZVPD", "total_charge": -1, "lumo_energy_ev": 3.837, "e_above_lowest_ev": 1.390, "smiles": "CC1(NC(=O)[O-])N=CC=N1", "spin_multiplicity": 1, "orbital_gap_ev": 8.21, "symbols": ["O", "O", "N", "N", "N", "C", "C", "C", "C", "C", "H", "H", "H", "H", "H", "H"], "xyz": [[0.77499, 0.90022, 2.23430], [2.93832, 0.48645, 1.65899], [-0.57726, 1.03582, -0.85689], [1.31345, 0.00417, 0.19447], [-0.88838, -0.70235, 0.68792], [1.70736, 0.51016, 1.56216], [-1.76453, 0.21111, 0.90021], [-1.59604, 1.27313, -0.12209], [0.00080, -0.22390, -0.31311], [0.19302, -1.05963, -1.62590], [0.65041, -2.07931, -1.25120], [-2.50209, 0.00155, 1.58716], [0.80954, -0.39328, -2.16426], [-2.10103, 2.24512, -0.31969], [-0.79197, -1.32202, -2.10376], [1.83342, -0.88723, -0.06831]], "mulliken_charge": [-0.625, -0.753, -0.674, -0.282, -0.597, 0.473, -0.327, -0.205, 1.429, -1.587, 0.333, 0.449, 0.414, 0.369, 0.344, 0.240]}

---

{"formula": "C5H6N4", "method": "ωB97M-V/def2-TZVPD", "total_charge": 0, "lumo_energy_ev": [-0.421, -0.421], "e_above_lowest_ev": 6.033, "spin_multiplicity": 1, "orbital_gap_ev": [8.41, 8.41], "symbols": ["N", "N", "N", "N", "C", "C", "C", "C", "C", "H", "H", "H", "H", "H", "H"], "xyz": [[1.68115, 1.50316, 1.51536], [1.41739, 0.43100, 2.23660], [0.93772, 1.57752, 0.47512], [0.22792, 0.56002, 0.15521], [0.61079, -0.43573, 1.94689], [-0.68299, 0.45036, -0.91441], [0.03820, 0.69290, -2.33340], [-0.06605, -1.55575, 2.22628], [-0.85343, -2.47920, 2.21047], [0.42049, 1.67658, -2.34347], [-0.84628, -0.63591, -0.88831], [-1.59514, 1.09260, -0.95853], [-0.69808, 0.30536, -2.99834], [-1.43000, -3.29962, 2.08473], [0.83830, 0.11671, -2.41421]], "mulliken_charge": [-0.732, 0.040, -0.149, 0.182, 0.457, -0.265, -1.316, -0.228, -0.212, 0.382, 0.266, 0.297, 0.367, 0.466, 0.445]}

---

Number 1: calculated total energy -10307.8872 eV. Number 2: calculated total energy -10308.0256 eV. Number 3: calculated total energy -12350.3288 eV. Number 4: calculated total energy -12352.4968 eV. Number 5: calculated total energy -12352.9551 eV. Number 6: calculated total energy -42813.5515 eV. Number 7: calculated total energy -19092.3216 eV. Number 8: calculated total energy -19095.0842 eV. Number 9: calculated total energy -19092.7444 eV. Number 10: calculated total energy -19096.6331 eV. Number 11: calculated total energy -13847.8986 eV. Number 12: calculated total energy -11235.6339 eV.